DFT (ωB97M-V/def2-TZVPD) results for a 3-piece molecular cluster, C6H16BrO6S2 overall in a non-equilibrium geometry.

XYZ file:
```
31
Properties=species:S:1:pos:R:3:forces:R:3:lowdin_charge:R:1
Br -0.59578 1.43635 -0.95882 0.07 0.99 -1.19 0.058
O -2.82375 -3.35095 -2.13138 1.05 0.81 0.83 -0.326
S -2.06514 -2.24078 -1.57192 -0.41 0.96 -1.28 0.649
O -2.02095 -1.99172 -0.14359 -0.07 -0.54 -1.24 -0.299
O -0.53037 -2.36683 -2.14924 -1.42 -0.43 0.57 -0.261
C 0.49419 -1.90019 -1.28499 2.24 -0.60 -0.46 -0.350
C 1.85188 -2.48608 -1.74929 -0.60 0.00 0.51 -0.053
C -2.54138 -0.73388 -2.53029 0.09 -0.76 1.53 -0.159
H 0.40649 -2.28050 -0.26726 -0.69 -0.43 -0.70 0.081
H 0.57378 -0.81415 -1.23731 -0.58 -0.09 -0.35 0.006
H 2.60063 -2.07997 -1.06919 0.13 0.08 -0.03 0.068
H 2.16642 -2.27205 -2.77074 -0.30 0.08 -0.01 0.072
H 1.82923 -3.56123 -1.57140 0.10 -0.11 -0.29 0.071
H -3.62619 -0.68670 -2.62544 0.12 -0.54 -0.54 0.060
H -1.90349 -0.77332 -3.41326 -0.57 0.10 -0.08 0.064
H -2.28475 0.11525 -1.89685 0.44 -0.06 -0.15 -0.112
O -1.25766 2.99037 2.81399 3.08 -0.56 0.31 -0.323
S 0.22673 3.00095 2.87854 -0.97 0.19 0.97 0.674
O 0.88769 3.49920 4.10110 -1.03 -1.19 -2.00 -0.341
O 0.92137 1.52341 2.53122 0.12 3.20 1.39 -0.268
C 0.16848 0.54576 1.86636 -1.08 -1.15 -0.48 -0.380
C 1.09627 -0.46867 1.19442 -0.37 -0.56 0.89 -0.105
C 0.80850 3.93073 1.48130 -0.19 -0.31 0.55 -0.145
H -0.51922 0.94799 1.12245 0.56 0.23 0.27 -0.083
H -0.52457 0.13784 2.60215 0.33 -0.82 0.19 0.119
H 0.46678 -1.17077 0.64770 0.07 0.89 0.93 0.013
H 1.65365 -1.08031 1.90387 0.00 0.06 0.46 0.077
H 1.85342 -0.12705 0.48865 -0.36 0.77 0.01 0.078
H 0.32864 3.41480 0.64965 0.44 0.02 -0.43 -0.026
H 1.89510 3.87921 1.55017 -0.11 -0.08 -0.44 0.070
H 0.46402 4.96324 1.53933 -0.08 -0.14 0.25 0.070
```
Positions in Å, forces in eV/Å.

- Kohn-Sham gap: 7.887 eV
- Electronic energy: -110480.160 eV
- Charge: -1
- Multiplicity: 1
- LUMO: 0.116 Eh
- Energy above the lowest of the compared OMol25 structures with the same formula, charge and spin: 44.38 kcal/mol



DFT (ωB97M-V/def2-TZVPD) results for a 6-piece molecular cluster, C33H31B3IN5O14 overall in a non-equilibrium geometry.

XYZ file:
```
87
Properties=species:S:1:pos:R:3:forces:R:3:lowdin_charge:R:1
O -3.91756 0.38385 -5.29066 -0.02 -0.22 -1.07 0.050
N -3.45444 -0.25545 -6.22695 0.03 0.41 0.18 -0.332
O -2.26051 -0.35442 -6.47663 -0.59 0.11 -0.01 0.067
C -4.39595 -0.94427 -7.11223 -0.56 -0.43 -0.46 -0.133
C -5.76493 -0.82533 -6.88327 -0.04 0.01 0.04 -0.003
C -6.65761 -1.46050 -7.73933 0.23 -0.08 -0.07 -0.063
C -6.18168 -2.21046 -8.81061 0.03 0.02 0.05 -0.068
C -4.81216 -2.33413 -9.02814 -0.12 0.15 0.20 -0.067
C -3.91228 -1.69985 -8.17850 0.10 -0.03 -0.07 -0.001
H -6.14855 -0.24426 -6.05298 0.27 -0.04 -0.11 0.096
H -7.72577 -1.36855 -7.57364 0.15 0.05 0.01 0.111
H -6.88176 -2.70056 -9.48054 0.08 0.06 0.09 0.108
H -4.44679 -2.92246 -9.86321 0.00 0.08 0.12 0.108
H -2.84796 -1.80116 -8.36042 -0.12 0.15 0.19 0.119
O -7.74814 1.72261 -7.51308 -0.07 0.53 0.16 0.062
N -7.86017 2.91052 -7.23998 -0.03 -0.09 -0.59 -0.339
O -8.01598 3.79715 -8.06606 0.07 -0.46 0.43 0.079
C -7.79795 3.29631 -5.82789 0.06 0.19 0.81 -0.140
C -7.58387 2.32014 -4.85633 0.02 -0.04 0.00 0.002
C -7.50145 2.69446 -3.51955 -0.04 0.18 -0.14 -0.059
C -7.63679 4.03223 -3.16084 -0.01 0.00 -0.03 -0.069
C -7.86081 5.00116 -4.13467 0.03 -0.28 -0.03 -0.066
C -7.94184 4.63640 -5.47440 -0.01 0.10 -0.05 -0.001
H -7.47669 1.27491 -5.12228 -0.05 0.22 -0.13 0.102
H -7.32836 1.94320 -2.75614 -0.01 0.06 -0.13 0.112
H -7.56627 4.32153 -2.11662 -0.01 -0.04 -0.13 0.109
H -7.96843 6.04216 -3.84889 0.01 -0.12 -0.08 0.109
H -8.11343 5.40132 -6.22373 0.04 -0.26 -0.04 0.119
O 4.77764 -2.87460 4.22604 0.02 0.46 -0.42 0.069
N 4.82130 -2.04739 3.32628 -0.43 -0.06 0.30 -0.346
O 3.92351 -1.25609 3.07013 0.39 -0.34 0.14 0.054
C 6.02787 -2.00354 2.49677 0.70 -0.01 -0.47 -0.148
C 7.05827 -2.91235 2.73193 -0.02 -0.08 0.05 -0.012
C 8.19137 -2.88161 1.92628 -0.15 0.15 -0.13 -0.071
C 8.29166 -1.94743 0.89962 -0.06 -0.03 0.05 -0.064
C 7.26323 -1.03577 0.67628 0.01 -0.18 0.19 -0.066
C 6.12547 -1.06095 1.47516 -0.08 0.14 -0.07 -0.020
H 6.99269 -3.64522 3.52845 -0.15 0.18 -0.07 0.120
H 8.99641 -3.58828 2.09659 -0.13 0.11 0.06 0.109
H 9.17565 -1.93010 0.26923 -0.10 0.00 0.09 0.109
H 7.34793 -0.30780 -0.12377 -0.07 -0.06 0.11 0.109
H 5.33027 -0.34736 1.28873 0.01 -0.20 0.16 0.098
O 11.05705 -3.28163 6.20583 -0.56 0.28 -0.18 0.080
N 10.01471 -2.74386 5.86223 0.41 -0.32 -0.33 -0.337
O 9.59143 -2.72399 4.71473 0.17 -0.03 0.52 0.062
C 9.21966 -2.07317 6.89312 -0.47 0.42 0.60 -0.140
C 9.68381 -2.03990 8.20684 0.09 -0.03 0.05 -0.001
C 8.93661 -1.38116 9.17733 -0.12 0.01 -0.24 -0.067
C 7.73550 -0.76685 8.83470 0.02 -0.02 -0.03 -0.071
C 7.27242 -0.81262 7.52294 0.22 -0.09 0.11 -0.062
C 8.01430 -1.46662 6.54517 -0.05 0.02 -0.10 0.005
H 10.61782 -2.51447 8.48659 -0.11 0.02 -0.24 0.120
H 9.29194 -1.34356 10.20176 -0.01 -0.04 -0.14 0.109
H 7.15757 -0.24871 9.59408 0.07 -0.07 -0.09 0.108
H 6.33406 -0.33464 7.26222 0.12 -0.09 -0.02 0.110
H 7.64397 -1.49248 5.52584 0.22 -0.10 0.08 0.111
O -4.63195 2.30101 3.59005 0.59 0.01 -0.25 0.075
N -3.52324 2.31834 3.07522 -0.54 0.05 -0.32 -0.344
O -3.31892 2.44133 1.87604 -0.06 -0.07 0.53 0.065
C -2.35977 2.17667 3.95380 0.67 -0.10 0.52 -0.143
C -2.54915 1.99610 5.32256 -0.07 -0.02 0.05 0.000
C -1.44174 1.83789 6.14910 0.08 0.04 -0.26 -0.066
C -0.15916 1.86506 5.60920 -0.03 0.01 -0.01 -0.070
C 0.02361 2.05620 4.24274 -0.21 -0.02 0.13 -0.063
C -1.07799 2.21248 3.40825 0.04 -0.02 -0.07 -0.006
H -3.54304 1.97284 5.75554 0.06 0.02 -0.26 0.120
H -1.57816 1.69003 7.21524 -0.03 0.02 -0.14 0.109
H 0.70275 1.73558 6.25681 -0.10 0.02 -0.08 0.108
H 1.02585 2.07950 3.82776 -0.14 0.00 0.00 0.110
H -0.92230 2.35771 2.34473 -0.23 0.03 0.13 0.110
C -2.00405 -0.27603 -3.44127 0.19 0.70 1.34 0.017
B -1.94669 -1.13919 -2.07051 -0.30 -0.87 -0.65 -0.413
O -3.16514 -1.30927 -1.28424 2.61 1.36 1.58 0.166
B -2.89559 -1.14643 0.13034 0.75 -2.39 -1.27 -0.211
O -1.71367 -1.85341 0.63787 -0.02 3.32 -1.86 0.159
B -0.64101 -1.30883 -0.19753 -0.52 -2.27 -0.25 -0.474
C 0.43746 -0.28764 0.45341 0.54 0.88 -0.29 -0.038
C 1.42821 0.37017 -0.64735 -2.27 4.06 -0.02 -0.733
O 1.21667 1.55049 -1.03225 1.31 -5.32 1.42 -0.045
I 3.06268 -0.84837 -1.44804 -0.72 0.50 0.41 0.800
O -0.68043 -1.71594 -1.58993 -1.85 2.69 1.98 0.185
H -1.04528 0.37263 -3.46334 -1.37 -1.24 -0.37 0.102
H -2.13508 -0.88780 -4.38811 0.53 0.84 1.47 0.059
H -2.87196 0.46844 -3.34059 1.31 -1.31 -0.24 0.080
H -3.60280 -0.51225 0.85281 0.06 -0.22 -0.18 0.111
H 0.99755 -0.71842 1.35262 -0.61 0.39 -1.40 0.130
H -0.17363 0.60671 0.86555 0.94 -1.34 -0.70 0.124
```
Positions in Å, forces in eV/Å.

- Kohn-Sham gap: 9.121 eV
- Electronic energy: -80960.631 eV
- Multiplicity: 1
- LUMO: -0.027 Eh
- SMILES string: O=[N+]([O-])c1ccccc1.O=[N+]([O-])c1ccccc1.O=[N+]([O-])c1ccccc1.O=[N+]([O-])c1ccccc1.O=[N+]([O-])c1ccccc1.CB1OBOB(CC(=O)I)O1



DFT (ωB97M-V/def2-TZVPD) results for a 2-piece molecular cluster, H3O4PSi overall in a non-equilibrium geometry.

XYZ file:
```
9
Properties=species:S:1:pos:R:3:forces:R:3:lowdin_charge:R:1
O 2.10746 0.19255 -0.56967 -1.31 0.70 0.81 -0.491
O 1.14552 0.94671 1.76521 0.70 -0.15 1.42 -0.481
O -0.20855 1.63108 -0.11593 2.06 -0.74 1.62 -0.384
O -0.35636 -2.76658 0.45508 0.26 -1.40 0.45 -0.540
Si -0.43382 -1.25218 0.51921 0.96 0.54 -1.91 0.352
P 0.94211 0.46931 0.37226 0.83 1.10 -0.89 0.058
H -0.35220 1.36420 -0.99799 -1.17 -0.55 -2.55 -0.172
H -1.63356 -0.58496 0.66093 -2.39 0.71 0.81 -0.126
H -1.21061 -0.00014 -2.08911 0.07 -0.20 0.24 -0.216
```
Positions in Å, forces in eV/Å.

- Kohn-Sham gap: 5.935 eV
- Electronic energy: -25404.931 eV
- Charge: -2
- Multiplicity: 1
- LUMO: 0.252 Eh
- Energy above the lowest of the compared OMol25 structures with the same formula, charge and spin: 55.85 kcal/mol



DFT (ωB97M-V/def2-TZVPD) results for a 2-piece molecular cluster, I2S overall in a non-equilibrium geometry.

XYZ file:
```
3
Properties=species:S:1:pos:R:3:forces:R:3:lowdin_charge:R:1
S 0.18067 -0.58870 -0.73589 -0.34 0.90 1.25 -0.250
I 0.72328 1.64035 -0.35660 -0.07 -0.58 -0.23 0.303
I -1.22565 0.12150 2.49438 0.41 -0.32 -1.02 -0.053
```
Positions in Å, forces in eV/Å.

- Kohn-Sham gap (spin up / spin down): 4.600 / 4.802 eV
- Electronic energy: -27034.033 eV
- Multiplicity: 1
- LUMO (spin up / spin down): -0.156 / -0.146 Eh
- Energy above the lowest of the compared OMol25 structures with the same formula, charge and spin: 56.86 kcal/mol



DFT (ωB97M-V/def2-TZVPD) results for a 2-piece molecular cluster, C2H7NO2S overall in a non-equilibrium geometry.

XYZ file:
```
13
Properties=species:S:1:pos:R:3:forces:R:3:lowdin_charge:R:1
C -0.75614 -0.15360 -0.76793 0.36 -4.97 -0.45 -0.097
C -0.10670 -0.50560 0.57453 0.69 0.46 -0.79 -0.328
N 1.53848 2.11546 -0.64140 -3.08 2.21 -0.76 -0.266
O 1.92031 2.66225 1.72004 0.57 0.43 1.72 -0.498
O -0.65850 0.47660 1.41053 -0.57 1.12 0.84 -0.128
S 1.10153 2.88091 0.57147 0.05 -1.05 -1.19 0.848
H -0.86539 0.81737 -0.80050 -0.62 5.10 -0.40 -0.021
H -0.21505 -0.46364 -1.70079 -0.54 -0.13 0.98 0.099
H -1.77269 -0.62708 -0.65863 0.90 0.55 -0.81 0.099
H 1.03055 -0.47973 0.65585 -1.42 -0.42 -0.36 0.126
H -0.60315 -1.44682 0.69050 0.80 -1.13 1.28 0.090
H 2.38070 1.65561 -0.65393 2.50 -1.60 0.27 -0.021
H -0.59697 0.36914 2.36726 0.37 -0.57 -0.32 0.099
```
Positions in Å, forces in eV/Å.

- Kohn-Sham gap: 10.367 eV
- Electronic energy: -18605.678 eV
- Multiplicity: 1
- LUMO: -0.009 Eh
- Energy above the lowest of the compared OMol25 structures with the same formula, charge and spin: 62.61 kcal/mol



DFT (ωB97M-V/def2-TZVPD) results for a 2-piece molecular cluster, C4H6N2O overall in a non-equilibrium geometry.

XYZ file:
```
13
Properties=species:S:1:pos:R:3:forces:R:3:mulliken_spin:R:1
C -1.50455 1.67858 0.02479 0.88 -1.57 2.45 0.104
C -1.16376 0.92422 0.91005 -1.97 0.49 -0.98 -0.045
C 0.28004 -2.03242 -1.13718 0.59 -0.08 -0.34 0.103
C 0.53278 -0.71318 -0.43702 -9.82 -8.97 -2.03 0.722
N 1.56076 0.94485 0.79558 -1.81 -1.84 -2.59 0.336
N 1.28852 0.24590 -0.39623 9.58 10.03 1.58 0.589
O 0.16054 -1.80868 0.28107 0.71 -0.49 2.23 0.181
H -1.55345 2.34864 -0.73168 -0.25 1.60 -1.86 0.011
H 1.44059 1.99118 0.65636 0.28 -1.76 0.50 0.032
H -1.37250 0.13621 1.58641 0.41 -0.26 0.46 -0.008
H -0.66642 -2.45086 -1.67164 1.72 1.36 0.86 -0.001
H 1.19963 -2.65443 -1.24313 -0.80 0.24 -0.56 0.004
H 1.02892 0.44088 1.52368 0.47 1.25 0.29 -0.028
```
Positions in Å, forces in eV/Å.

- Kohn-Sham gap (spin up / spin down): 5.973 / 7.586 eV
- Electronic energy: -9262.117 eV
- Multiplicity: 3
- LUMO (spin up / spin down): 0.039 / -0.077 Eh
- <S²>: 2.007
- Energy above the lowest of the compared OMol25 structures with the same formula, charge and spin: 139.55 kcal/mol